81
Properties=species:S:1:pos:R:3:forces:R:3:mulliken_charge:R:1 method="wB97M-V/def2-TZVPD" lumo_energy_ha=-0.0162 spin_multiplicity=1 total_charge=0 e_tot_ev=-75407.513 orbital_gap_ev=8.2 smiles="Cc1cccc(C[C@H](OC=O)P(N)O)c1.CCOP(=O)(OCC)OCC.CCOP(=O)(OCC)OCC" relative_energy_kcal_mol=35.8 homo_energy_ev=-8.649
C 11.526950 -1.686298 3.052997 -1.0 -0.3 -0.5 -1.396
C 10.241425 -2.510998 2.865513 0.9 0.9 0.5 0.941
C 10.253093 -3.761807 2.245148 0.0 0.2 0.3 -0.705
C 9.062191 -4.453716 2.103643 -0.4 -0.2 -0.2 -0.592
C 7.865841 -3.885853 2.543191 0.0 0.0 0.0 -0.667
C 7.859261 -2.629964 3.127746 -0.4 1.0 0.7 0.601
C 6.577240 -1.919986 3.608957 0.6 -0.1 -1.0 -0.697
C 5.325805 -2.249844 2.762258 0.2 0.5 1.3 -0.211
O 5.011455 -1.056558 1.981370 -0.7 -1.4 0.0 -0.457
C 4.034857 -1.273765 1.054775 -0.2 2.1 -0.9 0.101
O 3.735710 -0.366942 0.316219 0.3 -0.9 0.6 -0.457
P 3.810961 -2.637270 3.813622 -1.7 -0.3 -1.2 0.237
N 3.948435 -1.602349 5.172007 0.6 -0.7 -0.6 -0.605
O 4.045252 -4.226182 4.289168 0.8 0.9 0.2 -0.552
C 9.059695 -1.929181 3.316797 -0.3 -1.2 -0.6 -0.768
H 11.602617 -1.030310 2.172655 0.3 -0.1 0.3 0.289
H 12.413534 -2.325276 3.117384 -0.1 0.3 0.1 0.383
H 11.387551 -1.047374 3.932920 0.4 -0.2 -0.1 0.344
H 11.214707 -4.160636 1.920018 -0.3 -0.1 0.0 0.375
H 9.009071 -5.437481 1.633814 0.2 0.3 0.1 0.370
H 6.926197 -4.429403 2.430641 0.3 0.0 0.0 0.369
H 6.431162 -2.050186 4.691328 -0.1 -0.3 -0.3 0.520
H 6.770181 -0.843791 3.460903 -0.2 -0.3 0.1 0.345
H 5.472334 -3.063804 2.042105 0.0 0.0 0.5 0.572
H 3.483774 -2.227773 0.985479 0.7 -0.1 0.5 0.345
H 4.498887 -0.779404 4.939375 0.0 -0.1 0.3 0.267
H 3.011904 -1.330684 5.445322 0.1 0.1 0.1 0.326
H 3.512162 -4.728600 3.660423 -0.1 -0.1 0.2 0.357
H 9.048003 -0.945410 3.785221 0.1 -0.2 -0.1 0.326
C 1.982692 1.506994 -1.039821 -0.3 0.2 -0.1 -0.839
C 1.975961 2.392121 -2.273672 0.1 0.0 0.3 -0.399
O 1.143154 1.860782 -3.307860 -0.6 0.0 0.7 -0.413
P -0.478674 2.022260 -3.176464 4.1 -2.2 -6.9 1.314
O -0.647782 3.474297 -3.503117 -1.8 0.0 3.5 -0.775
O -0.917157 1.401235 -4.642156 -0.7 -0.1 0.6 -0.366
C -1.785589 2.123068 -5.514494 0.1 0.1 -0.3 -0.289
C -0.991219 2.850163 -6.580121 0.1 0.0 -0.1 -1.260
O -0.604768 0.482942 -2.554328 -1.4 2.3 2.3 -0.313
C -1.864941 0.094779 -1.963627 -0.3 -0.4 -0.1 -0.371
C -2.936616 -0.175564 -3.006171 0.0 0.2 -0.1 -0.750
H 1.002538 1.510149 -0.552735 0.0 0.0 0.0 0.179
H 2.721692 1.854280 -0.319610 0.0 0.0 0.0 0.407
H 2.207102 0.478582 -1.306145 0.1 0.0 0.0 0.270
H 1.656796 3.409003 -2.023357 0.0 0.0 -0.1 0.282
H 2.983565 2.454428 -2.685169 -0.1 0.0 -0.1 0.325
H -2.423782 2.807930 -4.955002 0.1 0.1 0.0 0.341
H -2.444838 1.390058 -5.987576 0.1 -0.1 0.1 0.399
H -0.218021 3.481122 -6.142383 -0.1 0.1 0.1 0.296
H -1.646027 3.474023 -7.191603 0.0 0.0 0.0 0.378
H -0.486754 2.133570 -7.230757 -0.1 0.0 0.0 0.298
H -2.195551 0.862939 -1.259520 0.0 -0.1 0.1 0.302
H -1.672625 -0.815362 -1.394928 0.2 0.1 0.0 0.347
H -3.291477 0.754295 -3.454394 0.0 0.0 0.0 0.065
H -3.796512 -0.671263 -2.552035 0.0 0.0 0.1 0.299
H -2.548483 -0.799772 -3.810129 0.0 0.0 0.1 0.309
C -4.735674 3.106909 -1.107383 0.1 -0.1 0.1 -0.845
C -6.100310 3.665145 -0.745896 0.2 0.1 -0.1 -0.538
O -7.118400 2.667879 -0.829623 0.6 -0.5 0.6 -0.318
P -7.244193 1.565408 0.369394 -5.5 1.1 -5.3 1.072
O -7.816640 2.362937 1.494843 3.1 -1.2 1.6 -0.771
O -8.605394 0.788314 -0.133613 0.6 -0.4 0.5 -0.345
C -9.708032 0.592077 0.751994 -0.3 0.2 0.0 -0.346
C -10.776888 1.639439 0.517033 -0.1 0.1 -0.1 -1.238
O -6.336694 0.455278 -0.468784 1.4 0.8 2.9 -0.188
C -5.871115 -0.713647 0.243113 -0.1 -0.5 0.0 -0.229
C -6.979075 -1.722031 0.491095 -0.2 0.1 0.2 -1.094
H -4.397030 2.385588 -0.358645 0.0 0.0 0.0 0.196
H -3.995322 3.906313 -1.169937 0.0 0.0 0.0 0.508
H -4.776182 2.584693 -2.064261 0.0 0.1 0.0 0.204
H -6.088588 4.106267 0.255396 -0.1 0.0 0.0 0.318
H -6.372886 4.451387 -1.449796 -0.1 -0.1 0.0 0.351
H -9.379625 0.582637 1.791674 0.0 0.2 0.0 0.398
H -10.115932 -0.399643 0.539106 0.1 0.0 -0.1 0.389
H -10.368400 2.648182 0.573829 0.1 -0.1 0.2 0.299
H -11.577807 1.545418 1.252725 0.0 0.0 0.0 0.369
H -11.205658 1.525337 -0.480113 0.0 -0.1 0.0 0.296
H -5.404474 -0.411649 1.183942 0.1 0.0 0.0 0.325
H -5.099341 -1.167695 -0.378767 0.0 0.2 -0.1 0.250
H -7.663326 -1.370206 1.265209 0.0 0.0 0.0 0.225
H -6.562060 -2.672860 0.826494 0.1 0.0 0.0 0.436
H -7.563895 -1.887689 -0.412854 0.1 0.0 0.0 0.279

45
Properties=species:S:1:pos:R:3:forces:R:3:nbo_charge:R:1 method="wB97M-V/def2-TZVPD" lumo_energy_ha=-0.1123 spin_multiplicity=1 total_charge=+1 e_tot_ev=-39117.240 orbital_gap_ev=8.6 relative_energy_kcal_mol=0.8 homo_energy_ev=-11.689
Bi -0.084416 -0.996315 -1.653860 0.1 -0.1 -0.1 1.634
C -0.488303 3.485788 0.313760 0.0 0.0 0.0 -0.642
C -0.607327 1.987296 0.080744 0.0 -0.1 0.0 -0.234
N -0.307662 1.531481 -1.294283 0.0 0.1 0.0 -0.464
C -1.167525 2.152497 -2.328121 0.1 0.0 0.0 -0.225
C -2.655484 2.093046 -2.045623 0.0 0.0 0.0 -0.634
C 1.099295 1.758918 -1.670729 -0.1 0.1 0.0 -0.258
C 2.081298 0.993799 -0.794144 0.1 0.0 0.0 -0.236
N 1.596303 -0.361230 -0.525137 -0.1 0.1 0.1 -0.800
C 2.043034 -0.918613 0.678438 0.1 -0.1 0.0 0.026
C 1.194242 -1.147094 1.758464 0.1 0.0 0.0 0.323
F -0.106658 -0.796459 1.658479 0.0 0.0 0.0 -0.334
C 1.644143 -1.715456 2.935194 0.0 0.0 0.0 0.329
F 0.766285 -1.930013 3.920058 0.0 0.0 0.0 -0.296
C 2.973919 -2.045124 3.098583 0.0 0.0 0.0 -0.323
C 3.838592 -1.798047 2.049979 0.0 0.0 -0.1 0.356
F 5.128937 -2.100924 2.170643 0.0 0.0 0.0 -0.285
C 3.385997 -1.253973 0.857897 -0.1 -0.1 0.1 0.311
F 4.244232 -1.054433 -0.143387 0.0 0.0 0.0 -0.291
H -0.731654 3.702926 1.353594 0.0 0.0 0.0 0.238
H -1.175126 4.058724 -0.308552 0.0 0.0 0.0 0.214
H 0.521340 3.856507 0.137258 0.0 0.0 0.0 0.212
H -1.612693 1.640696 0.318737 0.0 0.0 0.0 0.216
H 0.064027 1.450779 0.748350 0.0 0.0 0.0 0.211
H -0.949382 1.634266 -3.267332 0.0 0.0 0.0 0.202
H -0.854138 3.192276 -2.473758 0.0 0.0 0.0 0.198
H -2.986275 1.075338 -1.852367 0.0 0.0 0.0 0.221
H -3.193830 2.468379 -2.915331 0.0 0.0 0.0 0.236
H -2.938530 2.715698 -1.197740 0.0 0.0 0.0 0.214
H 1.351792 2.822395 -1.646351 0.0 0.0 0.0 0.225
H 1.203413 1.450405 -2.716612 0.0 0.0 0.0 0.210
H 2.232890 1.520302 0.153222 0.0 0.0 0.0 0.199
H 3.047605 0.980444 -1.306332 0.0 0.0 0.0 0.221
H 3.331622 -2.479658 4.020774 0.0 0.0 0.0 0.265
N -3.744347 -1.921101 0.554433 0.0 0.0 0.0 -0.747
C -2.517229 -1.851553 0.064102 0.1 0.1 -0.1 0.723
O -2.178180 -0.868103 -0.635744 -0.1 -0.1 0.1 -0.707
C -1.545986 -2.961078 0.388137 0.0 0.1 0.1 -0.530
C -0.315930 -2.938192 -0.508239 0.0 -0.1 0.0 -0.812
H -4.395289 -1.172065 0.380263 0.0 0.0 0.0 0.424
H -4.033618 -2.701390 1.119076 0.0 0.0 0.0 0.419
H -2.072803 -3.916642 0.356595 0.0 0.0 -0.1 0.244
H -1.270604 -2.799264 1.432611 0.0 0.0 0.0 0.266
H -0.409905 -3.676685 -1.306942 0.0 0.0 0.0 0.233
H 0.593942 -3.168538 0.041203 0.0 0.0 0.0 0.247

16
Properties=species:S:1:pos:R:3:forces:R:3:nbo_charge:R:1 method="wB97M-V/def2-TZVPD" lumo_energy_ha=0.0439 spin_multiplicity=1 total_charge=0 e_tot_ev=-7392.698 orbital_gap_ev=10.6 smiles=COC1CCC1 relative_energy_kcal_mol=47.7 homo_energy_ev=-9.389
C 2.319063 -0.039248 0.141662 0.4 0.2 0.0 -0.251
O 1.192347 -0.763888 0.552383 0.1 0.0 0.0 -0.523
C 0.115978 -0.434018 -0.249766 -0.1 1.1 -0.2 0.134
C -0.521164 1.116842 -0.033148 0.1 -1.2 0.0 -0.474
C -1.854114 0.327997 -0.083147 -0.5 -0.7 0.2 -0.396
C -1.187711 -1.129507 0.155702 -0.1 1.1 -0.1 -0.442
H 2.113793 1.041369 0.133244 0.0 -0.1 0.1 0.171
H 2.637741 -0.327264 -0.871135 0.0 0.0 0.1 0.164
H 3.109970 -0.257453 0.851688 0.2 0.1 0.0 0.193
H 0.338274 -0.673428 -1.307966 0.0 0.5 0.2 0.166
H -0.293799 1.553629 0.965047 0.0 -0.9 -0.3 0.206
H -0.467257 2.037315 -0.693185 0.3 -1.6 0.0 0.213
H -2.324521 0.467884 -1.065802 0.0 -0.4 0.3 0.206
H -2.555944 0.608292 0.688224 -0.4 0.0 0.1 0.206
H -1.163421 -1.458339 1.214024 0.0 0.7 -0.4 0.216
H -1.459235 -2.070190 -0.397829 0.0 1.3 0.0 0.213

26
Properties=species:S:1:pos:R:3:forces:R:3:nbo_charge:R:1 method="wB97M-V/def2-TZVPD" lumo_energy_ha=0.0363 spin_multiplicity=1 total_charge=0 e_tot_ev=-10628.221 orbital_gap_ev=10.0 smiles=Cc1ccccc1.CCC relative_energy_kcal_mol=35.1 homo_energy_ev=-9.060
C 0.245991 -0.849554 2.333960 -1.5 -0.4 0.5 -0.638
C 1.190079 -0.213685 1.377363 1.7 -0.6 1.7 -0.016
C 1.055129 1.110999 1.005927 -1.9 -0.1 -2.0 -0.238
C 1.848692 1.684068 -0.022869 -0.5 -0.9 1.9 -0.184
C 2.894469 0.899025 -0.524145 -2.0 2.5 0.1 -0.244
C 3.019214 -0.390628 -0.057580 2.3 -0.6 -1.6 -0.198
C 2.327422 -0.944970 0.984043 -1.1 0.7 -1.0 -0.210
H -0.779523 -0.468946 2.140211 0.5 -0.1 0.4 0.214
H 0.462120 -0.756130 3.416617 0.1 0.5 -0.6 0.227
H 0.166578 -1.929639 2.196107 0.2 0.0 -0.3 0.215
H 0.001702 1.454743 1.146324 1.3 0.6 0.4 0.211
H 1.559875 2.686849 -0.338924 0.5 -0.3 -0.2 0.214
H 3.412292 1.447306 -1.303829 0.6 -1.1 -0.2 0.221
H 3.696801 -0.988499 -0.675366 0.2 -0.1 0.7 0.208
H 2.546591 -1.967396 1.255689 -0.3 0.0 0.2 0.216
C -2.041357 0.836195 -0.295839 -2.0 -0.5 1.8 -0.611
C -2.806127 0.045791 -1.335507 2.7 -0.6 -1.8 -0.402
C -1.819604 -1.042074 -1.959742 -0.2 0.5 2.0 -0.609
H -2.836923 1.208254 0.436445 1.5 0.2 -0.7 0.206
H -1.402630 1.605192 -0.691842 -0.1 0.5 -0.3 0.210
H -1.382138 0.161490 0.243584 -0.1 0.0 0.2 0.197
H -3.660202 -0.489701 -0.981376 -0.7 0.2 0.3 0.202
H -2.989850 0.732624 -2.167256 -0.9 -0.2 0.2 0.199
H -1.582996 -0.760209 -2.954772 0.2 -0.3 -1.0 0.204
H -0.866565 -1.028179 -1.372847 -0.7 -0.2 -0.5 0.199
H -2.259028 -2.042928 -1.854387 0.3 0.2 -0.5 0.205

16
Properties=species:S:1:pos:R:3:forces:R:3:nbo_charge:R:1 method="wB97M-V/def2-TZVPD" lumo_energy_ha=0.0364 spin_multiplicity=1 total_charge=0 e_tot_ev=-7392.552 orbital_gap_ev=10.8 smiles="C[C@H]1C[C@H]1C=O.[H][H]" relative_energy_kcal_mol=51.0 homo_energy_ev=-9.770
C 0.661516 -0.483598 1.482324 0.0 0.0 0.0 -0.607
C 1.191441 0.184729 0.230634 0.1 0.0 0.1 -0.204
C 0.848717 -0.396078 -1.113122 0.0 -0.2 -0.1 -0.397
C 0.311179 0.958539 -0.707190 0.0 0.2 0.1 -0.357
C -1.147400 1.181735 -0.475627 -0.1 0.0 0.3 0.450
O -1.686880 1.210511 0.607033 0.2 0.0 -0.5 -0.524
H 0.435043 0.242618 2.267710 0.1 -0.1 -0.1 0.223
H -0.254428 -1.045497 1.278212 0.1 0.1 0.0 0.215
H 1.407438 -1.190158 1.863347 -0.1 0.1 -0.1 0.208
H 2.197421 0.587820 0.331087 -0.1 -0.1 0.0 0.215
H 1.598109 -0.423395 -1.898730 -0.1 0.0 0.1 0.219
H 0.161508 -1.239610 -1.118217 0.1 0.2 0.0 0.217
H 0.761488 1.797651 -1.237983 -0.1 -0.1 0.1 0.235
H -1.742952 1.343729 -1.402290 0.1 0.0 0.1 0.111
H -2.324483 -1.664174 -0.268580 -0.1 0.0 0.0 -0.019
H -2.417716 -1.064822 0.161393 0.0 -0.1 0.0 0.015

13
Properties=species:S:1:pos:R:3:forces:R:3:nbo_charge:R:1 method="wB97M-V/def2-TZVPD" lumo_energy_ha=0.0240 spin_multiplicity=1 total_charge=0 e_tot_ev=-9271.510 orbital_gap_ev=11.5 smiles="[H]/N=C(/C#N)OCC" relative_energy_kcal_mol=45.9 homo_energy_ev=-10.868
H 1.429870 -1.662903 0.401766 -0.5 0.0 0.3 0.356
N 2.032927 -0.853726 0.419539 -0.2 -0.1 -0.2 -0.631
C 1.529055 0.279369 0.179459 0.2 -0.5 -0.2 0.470
C 2.583976 1.231713 -0.133548 0.6 0.5 -0.6 0.210
N 3.540251 1.671601 -0.606320 -0.7 0.2 0.6 -0.256
O 0.265710 0.713567 -0.005189 0.2 -0.1 0.0 -0.476
C -0.697074 -0.341095 -0.194279 -0.2 -0.3 0.0 -0.076
C -2.123304 0.163674 -0.345431 0.0 0.1 0.0 -0.625
H -0.408894 -0.877966 -1.104870 0.0 0.0 0.1 0.184
H -0.636865 -1.031354 0.655132 0.0 0.1 -0.1 0.179
H -2.243665 0.884018 -1.158983 0.2 -0.1 0.1 0.224
H -2.742508 -0.707607 -0.595981 0.1 0.2 0.1 0.223
H -2.528451 0.601613 0.570908 0.2 0.0 -0.1 0.220